Density functional theory data (ωB97M-V/def2-TZVPD) for a molecular structure, C8H13NO3SV at a distorted geometry.

Its largest force on an atom is 6.158 eV/Å. The calculation puts the energy above the lowest of the compared OMol25 structures with the same formula, charge and spin at 3.4 kcal/mol. The LUMO energy (spin up / spin down) comes out at 0.119 / 0.117 hartree. Its expectation value of S² is 2.3935. The HOMO-LUMO gap (spin up / spin down) is 6.09 / 7.24 eV.

Structure (ORCA input):
```
! wB97M-V def2-TZVPD RIJCOSX def2/J DEFGRID3
* xyz -1 3
C -1.3661 0.7334 -2.5652
C -0.0180 0.3950 -2.2711
C 0.4453 1.2245 -1.1939
C -0.6198 2.0994 -0.8286
C -1.7258 1.8223 -1.7050
V -1.2329 0.1020 -0.5484
N -2.8006 0.6263 0.2073
C 1.2560 -1.9709 -1.1450
C 2.4757 -1.4343 -1.2255
H 1.4511 1.2251 -0.7933
H 0.5761 -0.3484 -2.7830
H -0.5776 2.8502 -0.0460
H -2.6570 2.3715 -1.7581
H -1.9673 0.3029 -3.3583
H 2.8719 -0.9943 -2.1444
H 0.8590 -2.3192 -0.1823
H -3.6017 0.6089 0.8472
H 3.1323 -1.4029 -0.3544
H 0.6467 -2.2333 -2.0200
C 0.5994 -0.8042 3.8014
S 0.1319 -0.1095 2.2129
O -0.8064 0.9901 2.4874
O 1.3886 0.3055 1.5779
O -0.5367 -1.2530 1.4787
H 0.3622 -0.0584 4.5643
H 1.6744 -1.0015 3.7746
H 0.0392 -1.7270 3.9708
*
```

How is the electron density shared among the atoms? According to Löwdin, the charges in e are:
1 C -0.205
2 C -0.251
3 C -0.210
4 C -0.180
5 C -0.211
6 V 0.633
7 N -0.163
8 C -0.115
9 C -0.089
10 H 0.097
11 H 0.070
12 H 0.115
13 H 0.100
14 H 0.099
15 H 0.047
16 H 0.046
17 H -0.074
18 H 0.050
19 H 0.052
20 C -0.159
21 S 0.403
22 O -0.381
23 O -0.382
24 O -0.442
25 H 0.050
26 H 0.049
27 H 0.050

Density functional theory data (ωB97M-V/def2-TZVPD) for a molecular structure, C31H43Al3BBrCl4F6GaINO10P at a distorted geometry.

Its largest force on an atom is 1.955 eV/Å. The LUMO energy comes out at -0.199 hartree. The HOMO-LUMO gap is 2.40 eV.

Structure (ORCA input):
```
! wB97M-V def2-TZVPD RIJCOSX def2/J DEFGRID3
* xyz 0 1
C 3.9454 -5.5718 4.0839
O 4.7154 -5.6797 2.8715
C 3.8549 -6.0266 1.7714
C 3.3680 -4.8018 1.0215
C 2.2757 -5.0619 -0.0052
C 1.0786 -4.1028 0.0195
Ga -0.2386 -4.6068 1.5503
C -2.0319 -4.9455 0.7112
C -3.2227 -5.0691 1.6489
C -3.0248 -6.1201 2.7443
I -3.8426 -3.1975 2.5206
P -0.2351 -2.7429 3.0517
C 0.8544 -3.0029 4.5107
C 0.5087 -1.2451 2.2589
H 3.7327 -6.5520 4.4959
H 3.0252 -5.0052 3.9304
H 4.5910 -5.0629 4.8169
H 4.4303 -6.6368 1.0786
H 2.9943 -6.5670 2.1680
H 4.2153 -4.3299 0.5128
H 3.0564 -4.1084 1.8177
H 1.9272 -6.0880 0.1449
H 2.7587 -5.0427 -0.9851
H 0.5777 -4.2101 -0.9416
H 1.4697 -3.0770 0.0983
H 0.3622 -5.8768 2.2760
H -2.2016 -4.1626 -0.0339
H -1.9475 -5.8793 0.1454
H -4.0945 -5.3549 1.0609
H -2.1901 -6.7803 2.5133
H -3.9177 -6.7362 2.8494
H -2.8426 -5.6879 3.7262
H 0.7926 -2.1054 5.1343
H 1.9233 -3.0916 4.2576
H 0.5599 -3.9003 5.0537
H -0.1150 -0.8237 1.4771
H 1.5005 -1.4852 1.8253
H 0.7061 -0.5310 3.0676
Al 3.0286 -2.3826 2.4564
C -2.5242 -6.0799 -3.1444
N -1.3037 -5.2638 -3.3869
O -0.2303 -5.7930 -3.2007
O -1.4722 -4.1186 -3.7514
H -2.2137 -7.0669 -2.8238
H -3.1049 -5.5823 -2.3732
H -3.0812 -6.1285 -4.0752
Br 1.3893 -6.2814 5.5362
C -0.2204 4.0839 3.3408
C -0.1397 2.4981 3.3467
C -1.5908 1.9544 3.2165
O 0.3626 2.1172 4.4905
H -0.8241 4.4543 4.1661
H 0.7728 4.5124 3.4098
H -0.6776 4.3996 2.4012
H 0.4051 2.2126 2.4292
H -2.2459 2.2752 4.0247
H -1.5545 0.8655 3.2114
H -2.0373 2.2849 2.2758
Al 5.4696 -3.1863 4.0928
C 1.3143 5.0347 -2.8943
C 0.9460 5.3566 -4.1934
C -0.2721 5.9630 -4.4518
C -1.1450 6.2274 -3.4073
C -0.7840 5.8684 -2.0883
C 0.4556 5.2879 -1.8355
C -1.6893 6.0509 -0.9444
O -1.4348 5.7630 0.1875
C -3.0940 6.6571 -1.2707
C -4.0527 6.8391 -0.1888
C -5.2526 7.5430 -0.4528
C -5.4753 8.0118 -1.7073
C -4.5373 7.8048 -2.7826
C -3.3790 7.1354 -2.5831
C -2.4156 6.9045 -3.7178
O -2.7245 7.3092 -4.8139
H 2.2763 4.5731 -2.7174
H 1.6224 5.1358 -5.0077
H -0.5540 6.2287 -5.4606
H 0.7381 5.0307 -0.8233
H -3.8117 6.4729 0.8000
H -5.9689 7.7038 0.3391
H -6.3852 8.5593 -1.9148
H -4.7530 8.1924 -3.7703
F 1.5198 8.6764 2.3366
Al 2.5203 7.3923 2.7660
F 2.2817 6.1277 1.6564
F 2.0613 6.8124 4.2831
F 4.1242 7.8657 2.7753
C -0.9966 -3.2216 -6.9403
Cl -1.8934 -2.0268 -7.8801
Cl -1.4794 -4.8617 -7.4005
Cl 0.7361 -3.0023 -7.1291
H -1.2430 -3.0871 -5.8956
B 3.7962 1.6550 -3.9445
O 4.3771 0.6812 -2.9572
C 3.4853 0.3573 -2.0678
O 3.6512 -0.4035 -1.1452
C 2.1668 1.1221 -2.3883
O 1.1489 1.0542 -1.7468
O 2.3763 1.8448 -3.4603
F 3.7988 1.1194 -5.2113
F 4.4607 2.8637 -3.8989
Cl -4.0435 4.8723 -0.9436
*
```

Löwdin population analysis, charges in e, atoms 1 to 99:
1 C -0.299
2 O -0.267
3 C -0.175
4 C -0.237
5 C -0.273
6 C -0.236
7 Ga 0.300
8 C -0.372
9 C -0.853
10 C -0.179
11 I 0.805
12 P 0.841
13 C -0.376
14 C -0.353
15 H 0.024
16 H -0.019
17 H -0.027
18 H 0.146
19 H 0.129
20 H 0.136
21 H -0.078
22 H 0.103
23 H 0.124
24 H 0.050
25 H 0.034
26 H -0.020
27 H 0.043
28 H 0.060
29 H 0.055
30 H 0.065
31 H 0.075
32 H 0.054
33 H 0.058
34 H -0.071
35 H -0.069
36 H 0.073
37 H -0.107
38 H 0.045
39 Al 0.880
40 C 0.048
41 N -0.440
42 O 0.070
43 O 0.047
44 H 0.096
45 H 0.091
46 H 0.099
47 Br -0.266
48 C 0.039
49 C -0.546
50 C -0.028
51 O 0.071
52 H 0.096
53 H 0.077
54 H 0.079
55 H 0.137
56 H 0.088
57 H 0.061
58 H 0.084
59 Al 0.984
60 C 0.006
61 C -0.003
62 C 0.019
63 C -0.085
64 C -0.079
65 C 0.053
66 C -0.346
67 O 0.129
68 C -0.281
69 C -0.165
70 C -0.040
71 C 0.026
72 C 0.070
73 C -0.094
74 C -0.278
75 O 0.132
76 H 0.123
77 H 0.127
78 H 0.127
79 H 0.133
80 H 0.130
81 H 0.131
82 H 0.130
83 H 0.141
84 F -0.196
85 Al -0.202
86 F -0.202
87 F -0.192
88 F -0.180
89 C -1.564
90 Cl 0.521
91 Cl 0.505
92 Cl 0.544
93 H -0.022
94 B -1.048
95 O 0.223
96 C -0.424
97 O 0.078
98 C -0.422
99 O 0.098

Density functional theory data (ωB97M-V/def2-TZVPD) for 3 unconnected molecules or ions with the total composition C15H29N2O8S at a distorted geometry.

Its largest force on an atom is 2.696 eV/Å. The LUMO energy comes out at -0.156 hartree. The HOMO-LUMO gap is 8.46 eV.

Structure (ORCA input):
```
! wB97M-V def2-TZVPD RIJCOSX def2/J DEFGRID3
* xyz 1 1
C -3.5276 2.3285 1.5557
C -2.2815 1.3951 1.2941
C -2.5547 -0.1441 1.3849
N -1.0713 1.8729 1.0490
S -1.0861 2.7102 -0.4122
C -1.4380 1.3835 -1.6963
N -2.8579 1.5852 -2.0994
O 0.3996 3.3115 -0.7969
C 1.4971 2.7129 -0.0638
C 1.9586 1.3215 -0.6358
C 3.5122 1.3076 -0.9401
O 1.7501 0.3556 0.4037
H -3.8783 2.2251 2.6137
H -4.3813 1.9459 0.9376
H -3.3184 3.3779 1.2680
H -1.7822 -0.7555 0.8822
H -3.5460 -0.3614 0.9172
H -2.6835 -0.3789 2.4719
H -1.2517 0.3809 -1.2595
H -0.7650 1.6290 -2.5487
H -2.8102 2.2959 -2.8345
H -3.2948 2.0687 -1.3065
H 1.3344 2.6860 1.0355
H 2.3689 3.3963 -0.2149
H 1.4296 1.0267 -1.5705
H 3.7752 0.4769 -1.6342
H 4.0788 1.1286 0.0056
H 3.8157 2.2776 -1.3973
H 2.1598 -0.4764 0.1417
C -4.0382 -4.3417 4.4194
C -4.4359 -3.1129 5.2041
C -5.9133 -2.8538 5.2424
O -5.9556 -1.4423 5.4650
C -4.8245 -0.9217 4.9305
O -4.6114 0.2397 4.7762
O -3.9525 -1.9119 4.5834
H -2.9594 -4.3577 4.2560
H -4.3259 -5.2499 4.9497
H -4.5079 -4.3505 3.4334
H -4.0097 -3.1597 6.2113
H -6.4161 -3.3903 6.0457
H -6.4170 -3.0683 4.2958
C 6.2343 0.0266 -6.2441
C 5.7213 0.0373 -4.8227
C 6.7151 -0.4333 -3.7989
O 5.8575 -0.8924 -2.7490
C 4.6974 -1.2860 -3.3345
O 3.8303 -1.8820 -2.7788
O 4.6583 -0.9072 -4.6393
H 5.4135 0.1760 -6.9472
H 6.9736 0.8142 -6.3953
H 6.6920 -0.9330 -6.4918
H 5.3297 1.0299 -4.5747
H 7.3702 0.3626 -3.4472
H 7.3228 -1.2756 -4.1395
*
```

How is the electron density shared among the atoms? According to Löwdin, the charges in e are:
1 C -0.024
2 C -0.355
3 C 0.005
4 N -0.135
5 S 1.158
6 C -0.329
7 N -0.005
8 O -0.345
9 C -0.166
10 C -0.366
11 C -0.024
12 O -0.063
13 H 0.107
14 H 0.094
15 H 0.077
16 H 0.087
17 H 0.104
18 H 0.098
19 H 0.100
20 H 0.108
21 H 0.085
22 H 0.037
23 H 0.131
24 H 0.136
25 H 0.136
26 H 0.060
27 H 0.106
28 H 0.086
29 H 0.098
30 C -0.019
31 C -0.337
32 C -0.094
33 O 0.075
34 C -0.554
35 O 0.146
36 O 0.067
37 H 0.089
38 H 0.095
39 H 0.089
40 H 0.164
41 H 0.146
42 H 0.143
43 C -0.017
44 C -0.341
45 C -0.093
46 O 0.056
47 C -0.576
48 O 0.150
49 O 0.088
50 H 0.090
51 H 0.094
52 H 0.093
53 H 0.158
54 H 0.144
55 H 0.144

Density functional theory data (ωB97M-V/def2-TZVPD) for a molecular structure, C4H3NO at a distorted geometry.

Its largest force on an atom is 3.169 eV/Å. The calculation puts the energy above the lowest of the compared OMol25 structures with the same formula, charge and spin at 78.9 kcal/mol. The LUMO energy (spin up / spin down) comes out at -0.042 / -0.042 hartree. The HOMO-LUMO gap (spin up / spin down) is 7.92 / 7.93 eV.

Structure (ORCA input):
```
! wB97M-V def2-TZVPD RIJCOSX def2/J DEFGRID3
* xyz 0 1
C -0.2374 0.1908 0.0312
C -1.6305 0.7264 -0.0215
C 1.1112 0.3478 0.0767
C 1.2055 -1.1637 0.0511
N -0.0655 -1.3079 -0.0191
O -2.5733 0.0123 0.0401
H -1.5815 1.8142 -0.0504
H 1.6836 1.1628 -0.1383
H 2.0879 -1.7827 0.0303
*
```

How is the electron density shared among the atoms? According to Löwdin, the charges in e are:
1 C -0.166
2 C -0.247
3 C 0.039
4 C -0.105
5 N 0.111
6 O 0.096
7 H 0.113
8 H 0.056
9 H 0.103

Repeat the third record exactly.
Density functional theory data (ωB97M-V/def2-TZVPD) for 3 unconnected molecules or ions with the total composition C15H29N2O8S at a distorted geometry.

Its largest force on an atom is 2.696 eV/Å. The LUMO energy comes out at -0.156 hartree. The HOMO-LUMO gap is 8.46 eV.

Structure (ORCA input):
```
! wB97M-V def2-TZVPD RIJCOSX def2/J DEFGRID3
* xyz 1 1
C -3.5276 2.3285 1.5557
C -2.2815 1.3951 1.2941
C -2.5547 -0.1441 1.3849
N -1.0713 1.8729 1.0490
S -1.0861 2.7102 -0.4122
C -1.4380 1.3835 -1.6963
N -2.8579 1.5852 -2.0994
O 0.3996 3.3115 -0.7969
C 1.4971 2.7129 -0.0638
C 1.9586 1.3215 -0.6358
C 3.5122 1.3076 -0.9401
O 1.7501 0.3556 0.4037
H -3.8783 2.2251 2.6137
H -4.3813 1.9459 0.9376
H -3.3184 3.3779 1.2680
H -1.7822 -0.7555 0.8822
H -3.5460 -0.3614 0.9172
H -2.6835 -0.3789 2.4719
H -1.2517 0.3809 -1.2595
H -0.7650 1.6290 -2.5487
H -2.8102 2.2959 -2.8345
H -3.2948 2.0687 -1.3065
H 1.3344 2.6860 1.0355
H 2.3689 3.3963 -0.2149
H 1.4296 1.0267 -1.5705
H 3.7752 0.4769 -1.6342
H 4.0788 1.1286 0.0056
H 3.8157 2.2776 -1.3973
H 2.1598 -0.4764 0.1417
C -4.0382 -4.3417 4.4194
C -4.4359 -3.1129 5.2041
C -5.9133 -2.8538 5.2424
O -5.9556 -1.4423 5.4650
C -4.8245 -0.9217 4.9305
O -4.6114 0.2397 4.7762
O -3.9525 -1.9119 4.5834
H -2.9594 -4.3577 4.2560
H -4.3259 -5.2499 4.9497
H -4.5079 -4.3505 3.4334
H -4.0097 -3.1597 6.2113
H -6.4161 -3.3903 6.0457
H -6.4170 -3.0683 4.2958
C 6.2343 0.0266 -6.2441
C 5.7213 0.0373 -4.8227
C 6.7151 -0.4333 -3.7989
O 5.8575 -0.8924 -2.7490
C 4.6974 -1.2860 -3.3345
O 3.8303 -1.8820 -2.7788
O 4.6583 -0.9072 -4.6393
H 5.4135 0.1760 -6.9472
H 6.9736 0.8142 -6.3953
H 6.6920 -0.9330 -6.4918
H 5.3297 1.0299 -4.5747
H 7.3702 0.3626 -3.4472
H 7.3228 -1.2756 -4.1395
*
```

How is the electron density shared among the atoms? According to Löwdin, the charges in e are:
1 C -0.024
2 C -0.355
3 C 0.005
4 N -0.135
5 S 1.158
6 C -0.329
7 N -0.005
8 O -0.345
9 C -0.166
10 C -0.366
11 C -0.024
12 O -0.063
13 H 0.107
14 H 0.094
15 H 0.077
16 H 0.087
17 H 0.104
18 H 0.098
19 H 0.100
20 H 0.108
21 H 0.085
22 H 0.037
23 H 0.131
24 H 0.136
25 H 0.136
26 H 0.060
27 H 0.106
28 H 0.086
29 H 0.098
30 C -0.019
31 C -0.337
32 C -0.094
33 O 0.075
34 C -0.554
35 O 0.146
36 O 0.067
37 H 0.089
38 H 0.095
39 H 0.089
40 H 0.164
41 H 0.146
42 H 0.143
43 C -0.017
44 C -0.341
45 C -0.093
46 O 0.056
47 C -0.576
48 O 0.150
49 O 0.088
50 H 0.090
51 H 0.094
52 H 0.093
53 H 0.158
54 H 0.144
55 H 0.144